(1)
Formula: C11H13NO7S
Source: the Open Molecules 2025 dataset
Level of theory: ωB97M-V/def2-TZVPD

Last column: natural (NBO) charge in e.
Geometry (Å):
O (3.10050, 0.77489, -2.44527)  -0.59
O (-2.24539, -2.48285, -0.22754)  -0.90
O (-0.76529, -1.89654, 1.63617)  -0.93
O (3.91091, -2.36654, 0.33590)  -0.71
O (4.30146, 0.21182, 0.10215)  -0.72
O (2.42124, -1.42694, -2.36735)  -0.45
O (-0.04120, -1.16764, -0.70196)  -0.70
C (2.84169, -0.28994, -1.83297)  0.75
C (-2.30623, 2.18339, 1.85256)  -0.27
C (-3.24927, 2.13754, -0.35708)  -0.27
C (-1.85654, 0.87240, 1.69431)  -0.16
C (-2.76383, 0.84884, -0.56765)  -0.15
C (-3.02709, 2.80996, 0.86194)  0.20
C (-2.11387, 0.20387, 0.51526)  -0.32
N (-3.52289, 4.04967, 1.10257)  -0.79
C (0.52491, -2.42728, -1.08812)  -0.11
C (2.71852, -1.73301, 0.02025)  0.06
C (2.99165, -0.24089, -0.32793)  -0.04
C (2.07105, -2.30611, -1.28546)  0.05
S (-1.34129, -1.47635, 0.34361)  2.26
H (4.53733, -1.64263, 0.55739)  0.50
H (4.45009, 1.08964, -0.23780)  0.50
H (-2.07060, 2.69346, 2.75919)  0.21
H (-3.82683, 2.60174, -1.12665)  0.22
H (-1.28205, 0.45995, 2.51802)  0.25
H (-2.81541, 0.33131, -1.51638)  0.24
H (-3.48048, 4.43825, 2.06211)  0.40
H (-4.29157, 4.35833, 0.50051)  0.39
H (0.38563, -3.19310, -0.30456)  0.22
H (0.05240, -2.71669, -2.02315)  0.21
H (2.03615, -1.79444, 0.88731)  0.19
H (2.17379, 0.38183, 0.09032)  0.22
H (2.48252, -3.28594, -1.42968)  0.22

Calculated values
HOMO level ... -9.0 eV
Largest force on an atom ... 5.85 eV/Å
Relative energy (zero: lowest compared OMol25 entry of this formula, charge and spin) ... 6.2 kcal/mol
LUMO energy ... 0.46 eV
Calculated total energy ... -1406.55569 Eh
Molar mass ... 303.29 g mol⁻¹
Kohn-Sham gap ... 9.431 eV


(2)
Formula: C11H14BIrN7
Source: the Open Molecules 2025 dataset
Level of theory: ωB97M-V/def2-TZVPD

Last column: natural (NBO) charge in e.
Geometry (Å):
H (-0.04022, 3.01587, 2.35909)  0.27
N (0.28372, 1.74191, 0.67608)  -0.42
B (0.78681, 0.82405, -1.65529)  0.51
N (0.59042, 1.97663, -0.65204)  -0.32
C (0.73853, 3.29545, -0.83114)  0.13
Ir (0.29276, 0.05794, 1.57906)  1.35
H (1.03550, 3.61682, -1.81702)  0.27
C (0.49566, 3.94716, 0.37445)  -0.29
H (0.55475, 5.00704, 0.55026)  0.29
C (0.19379, 2.96882, 1.30467)  0.06
H (1.27286, 1.21799, -2.67237)  0.02
C (-2.13181, -2.85100, 3.10982)  -0.86
H (-2.46413, -3.14513, 4.11221)  0.25
H (-1.12979, -3.27836, 2.94023)  0.20
H (-2.81876, -3.25916, 2.36115)  0.22
N (-0.62613, 0.26568, -1.93474)  -0.28
N (1.60314, -0.31871, -1.01636)  -0.32
N (-1.35757, -0.23180, -0.86751)  -0.18
N (1.44378, -0.76144, 0.28355)  -0.43
C (-1.31068, 0.17330, -3.09131)  0.13
C (2.61976, -0.99181, -1.57383)  0.12
H (-0.83678, 0.52003, -3.99476)  0.27
H (2.85815, -0.71775, -2.59182)  0.26
C (-2.55958, -0.39926, -2.80972)  0.00
C (3.14532, -1.88687, -0.63796)  -0.28
C (-2.53473, -0.64057, -1.40936)  -0.03
C (2.39385, -1.73253, 0.52353)  0.06
H (-3.33730, -0.59905, -3.51784)  0.28
H (3.98326, -2.54556, -0.78704)  0.29
H (-3.33264, -1.09075, -0.82634)  0.27
H (2.45763, -2.18489, 1.50208)  0.27
H (-2.09809, -1.75085, 3.04049)  0.19
N (-0.19063, -0.11029, 4.56186)  -0.10
C (0.01913, -0.13294, 3.40790)  -0.18

Calculated values
Spin multiplicity ... 6
HOMO level (spin up / spin down) ... -16.1 / -16.8 eV
Largest force on an atom ... 3.77 eV/Å
Relative energy (zero: lowest compared OMol25 entry of this formula, charge and spin) ... 4.4 kcal/mol
LUMO energy (spin up / spin down) ... -6.65 / -11.20 eV
Calculated total energy ... -939.22715 Eh
Molar mass ... 447.31 g mol⁻¹
Total charge ... +2
Kohn-Sham gap (spin up / spin down) ... 9.448 / 5.613 eV


(3)
Formula: C11H14BN7PbS
Source: the Open Molecules 2025 dataset
Level of theory: ωB97M-V/def2-TZVPD

Last column: natural (NBO) charge in e.
Geometry (Å):
H (-1.44331, -3.18415, 0.87126)  0.23
N (-1.30324, -1.11240, 0.47078)  -0.38
B (-1.71811, 1.40079, 0.32656)  0.56
N (-2.16551, -0.05418, 0.68026)  -0.33
C (-3.34680, -0.51412, 1.14671)  0.00
Pb (1.16100, -1.05378, -0.39074)  1.43
H (-4.15355, 0.18111, 1.33999)  0.22
C (-3.25285, -1.90221, 1.27766)  -0.36
H (-4.00906, -2.57800, 1.63181)  0.23
C (-1.94759, -2.22656, 0.86359)  -0.02
H (-2.59332, 2.18661, 0.53203)  -0.03
C (3.88439, -1.75158, -1.51599)  -0.85
H (4.67713, -2.50666, -1.54366)  0.25
H (4.16657, -1.02218, -0.75365)  0.21
H (3.84485, -1.26682, -2.49344)  0.21
N (-1.29678, 1.36140, -1.16808)  -0.32
N (-0.43353, 1.74079, 1.14329)  -0.32
N (-0.28546, 0.51638, -1.60086)  -0.41
N (0.67508, 0.91441, 1.09122)  -0.39
C (-1.79571, 2.04429, -2.21277)  0.02
C (-0.16479, 2.80899, 1.92166)  0.01
H (-2.58833, 2.75352, -2.05127)  0.23
H (-0.91930, 3.57179, 2.06917)  0.23
C (-1.11830, 1.64229, -3.36115)  -0.35
C (1.13825, 2.67519, 2.40864)  -0.35
C (-0.18113, 0.68794, -2.93961)  -0.03
C (1.62529, 1.47115, 1.87126)  -0.02
H (-1.28331, 1.99241, -4.35851)  0.23
H (1.66142, 3.34656, 3.05964)  0.23
H (0.53571, 0.13592, -3.53370)  0.21
H (2.58622, 0.98900, 2.01392)  0.22
H (2.91529, -2.26234, -1.26857)  0.18
S (1.34571, -2.79870, 2.14605)  -0.32
C (2.48299, -3.75382, 1.42356)  0.01
N (3.30007, -4.43303, 0.90295)  -0.46

Calculated values
HOMO level ... -8.1 eV
Largest force on an atom ... 3.25 eV/Å
Relative energy (zero: lowest compared OMol25 entry of this formula, charge and spin) ... 0.0 kcal/mol
LUMO energy ... -0.79 eV
Calculated total energy ... -1426.80975 Eh
Molar mass ... 494.36 g mol⁻¹
Kohn-Sham gap ... 7.281 eV


(4)
Formula: C11H14BN7V
Source: the Open Molecules 2025 dataset
Level of theory: ωB97M-V/def2-TZVPD

Last column: natural (NBO) charge in e.
Geometry (Å):
C (-0.12389, 2.96183, 1.32985)  0.06
N (0.06908, 1.70947, 0.88364)  -0.40
N (0.23072, 1.72720, -0.47820)  -0.31
C (0.14357, 3.00853, -0.88670)  0.09
C (-0.08142, 3.83280, 0.22268)  -0.29
B (0.39122, 0.45336, -1.36818)  0.51
N (1.54732, -0.41404, -0.82919)  -0.32
N (1.63192, -0.72742, 0.51205)  -0.42
C (2.74223, -1.50500, 0.66024)  0.03
C (3.36318, -1.69248, -0.59647)  -0.29
C (2.57406, -0.98144, -1.50390)  0.07
V (0.15902, 0.05613, 1.80277)  1.22
N (-0.92175, -0.35515, -1.44915)  -0.29
N (-1.52572, -0.85712, -0.33251)  -0.17
C (-2.68126, -1.42954, -0.76638)  -0.02
C (-2.81067, -1.29302, -2.18359)  0.01
C (-1.65469, -0.59919, -2.56865)  0.14
H (-3.34692, -1.90372, -0.07517)  0.27
H (-1.31166, -0.27398, -3.53972)  0.28
H (-3.60402, -1.64815, -2.81664)  0.28
H (0.67637, 0.84572, -2.48061)  0.01
H (2.66437, -0.83561, -2.56977)  0.26
H (0.24217, 3.24053, -1.93605)  0.26
H (4.26185, -2.25680, -0.80581)  0.28
H (-0.19754, 4.90649, 0.23321)  0.28
H (3.02110, -1.85751, 1.63451)  0.24
H (-0.26932, 3.15055, 2.37731)  0.26
H (-0.67499, -1.57590, 1.58199)  0.32
C (-0.06825, -1.71305, 2.58662)  -0.67
H (0.72034, -2.36344, 2.41622)  0.27
H (0.57244, -0.64282, 3.18558)  0.17
H (-0.72578, -1.81771, 3.38165)  0.29
N (-3.10937, 0.53017, 2.25487)  -0.26
C (-1.90374, 0.32029, 2.12350)  -0.14

Calculated values
Spin multiplicity ... 4
HOMO level (spin up / spin down) ... -16.4 / -16.4 eV
Largest force on an atom ... 7.33 eV/Å
Relative energy (zero: lowest compared OMol25 entry of this formula, charge and spin) ... 60.5 kcal/mol
LUMO energy (spin up / spin down) ... -9.07 / -11.27 eV
Calculated total energy ... -1778.95910 Eh
Molar mass ... 306.04 g mol⁻¹
Total charge ... +2
Kohn-Sham gap (spin up / spin down) ... 7.331 / 5.134 eV


(5)
Formula: C11H14Br5GeO2PtSe
Source: the Open Molecules 2025 dataset
Level of theory: ωB97M-V/def2-TZVPD

Last column: natural (NBO) charge in e.
Geometry (Å):
Pt (-0.85280, 0.93930, 0.60960)  0.76
Br (3.74400, -0.80850, 5.79570)  0.25
C (3.03780, -0.32340, 4.12690)  -0.08
C (3.88250, -0.24330, 3.00330)  -0.11
Br (5.72540, -0.52530, 3.18820)  0.24
C (3.34920, 0.04480, 1.75190)  -0.19
Br (4.42030, 0.14610, 0.21400)  0.19
C (1.96700, 0.27510, 1.57460)  0.37
O (1.45420, 0.53480, 0.44900)  -0.52
C (1.09490, 0.25890, 2.74950)  0.47
O (-0.12800, 0.55450, 2.60850)  -0.52
C (1.67150, -0.07030, 3.99580)  -0.23
Br (0.52190, -0.11400, 5.47590)  0.20
C (-2.62950, 3.97260, 0.94740)  -1.07
Ge (-1.78790, 5.04030, -0.50420)  1.57
C (-2.17590, 4.44680, -2.35000)  -1.08
C (-1.98840, 7.00230, -0.30250)  -1.06
C (0.24990, 4.86700, -0.15900)  -1.05
Se (0.92800, 3.09370, 0.00460)  0.57
C (1.06830, 2.62330, -1.86180)  -0.79
H (-3.69260, 3.86040, 0.75220)  0.25
H (-2.50600, 4.47330, 1.90530)  0.24
H (-2.18510, 2.96870, 1.02420)  0.21
H (-3.13560, 4.85860, -2.64960)  0.25
H (-2.23840, 3.36790, -2.44690)  0.24
H (-1.42890, 4.82980, -3.03960)  0.24
H (-3.00910, 7.30710, -0.51020)  0.24
H (-1.33570, 7.51050, -1.00680)  0.24
H (-1.73270, 7.32660, 0.70190)  0.24
H (0.43730, 5.37740, 0.78530)  0.25
H (0.78000, 5.37760, -0.95930)  0.25
H (0.09150, 2.66220, -2.33950)  0.24
H (1.46930, 1.61340, -1.90700)  0.25
H (1.74670, 3.32520, -2.34150)  0.24
Br (-2.46960, 0.60850, -0.96700)  -0.29

Calculated values
HOMO level (spin up / spin down) ... -11.5 / -11.5 eV
Largest force on an atom ... 3.48 eV/Å
Relative energy (zero: lowest compared OMol25 entry of this formula, charge and spin) ... 73.9 kcal/mol
LUMO energy (spin up / spin down) ... -6.74 / -6.78 eV
Calculated total energy ... -18045.40106 Eh
Molar mass ... 924.40 g mol⁻¹
Total charge ... +1
Kohn-Sham gap (spin up / spin down) ... 4.756 / 4.732 eV


(6)
Formula: C11H14ClHoNO3SSe2
Source: the Open Molecules 2025 dataset
Level of theory: ωB97M-V/def2-TZVPD

Last column: natural (NBO) charge in e.
Geometry (Å):
Ho (0.51415, 0.62918, -0.41852)  1.88
C (4.42834, 2.12122, -0.25516)  -0.80
Se (3.65909, 0.64783, -1.18601)  0.32
C (3.97470, -0.86008, 0.04995)  -0.54
C (2.79483, -1.81991, 0.30396)  -0.59
Se (1.81926, -1.96183, -1.33311)  0.35
C (0.74050, -3.49666, -1.02726)  -0.78
H (5.28306, 2.57809, -0.78438)  0.25
H (4.76325, 1.82024, 0.74357)  0.24
H (3.62876, 2.85498, -0.20158)  0.25
H (4.42166, -0.45299, 0.91785)  0.24
H (4.75374, -1.34402, -0.49834)  0.24
H (2.15063, -1.43791, 1.07420)  0.23
H (3.20405, -2.78875, 0.60938)  0.26
H (1.40545, -4.38796, -1.23755)  0.25
H (-0.04157, -3.43900, -1.76134)  0.25
H (0.36322, -3.47291, 0.00215)  0.25
Cl (-6.99186, 0.48253, 0.61863)  0.02
C (-5.26947, 0.73093, 0.32536)  -0.07
C (-4.85695, 2.01281, -0.11452)  -0.12
C (-3.51710, 2.19116, -0.51086)  -0.27
C (-2.55978, 1.15359, -0.46324)  0.41
O (-1.34986, 1.37280, -0.90313)  -0.84
C (-2.97687, -0.06412, 0.15297)  -0.29
C (-2.07583, -1.10756, 0.53294)  0.47
O (-0.83861, -1.01283, 0.47505)  -0.69
C (-4.32381, -0.25062, 0.49027)  -0.14
H (-5.52937, 2.79853, -0.16132)  0.24
H (-3.22761, 3.14428, -0.99374)  0.24
H (-2.49210, -2.03636, 0.92469)  0.17
H (-4.64845, -1.15584, 0.95255)  0.23
O (1.18451, 2.89262, 0.17343)  -0.99
S (0.96977, 2.52283, 1.61928)  1.42
N (0.64024, 1.13572, 1.88384)  -1.06

Calculated values
Spin multiplicity ... 5
HOMO level (spin up / spin down) ... -11.4 / -11.4 eV
Largest force on an atom ... 3.41 eV/Å
Relative energy (zero: lowest compared OMol25 entry of this formula, charge and spin) ... 4.1 kcal/mol
LUMO energy (spin up / spin down) ... -3.63 / -3.62 eV
Calculated total energy ... -7317.20002 Eh
Molar mass ... 598.61 g mol⁻¹
Total charge ... +1
Kohn-Sham gap (spin up / spin down) ... 7.790 / 7.802 eV